Entry 1:
C12H26Br2FGaO2P as an isolated structure at a distorted geometry. Source: the Open Molecules 2025 dataset; level of theory: the ωB97M-V functional and the def2-TZVPD basis.

Computed properties:
Electronic energy: -8137.335914 Ha
HOMO-LUMO gap: 5.4 eV
Total charge: -1

Positions of all 45 atoms, in Å:
C: 2.38 1.09 1.91
C: 3.72 1.00 1.18
C: 3.73 1.90 -0.04
O: 3.56 3.06 0.09
O: 3.94 1.32 -1.23
C: 2.75 1.28 -2.08
C: 1.72 0.23 -1.65
Ga: -0.24 0.75 -1.95
C: -1.44 -0.61 -0.98
C: -0.79 -1.30 0.23
C: -1.30 -0.82 1.55
F: -0.69 -1.60 2.57
P: -0.85 2.88 -1.14
C: 0.37 4.22 -1.54
C: -1.23 2.89 0.69
H: 2.46 0.57 2.86
H: 1.61 0.58 1.36
H: 2.07 2.12 2.05
H: 3.82 -0.02 0.84
H: 4.55 1.24 1.85
H: 3.13 0.99 -3.05
H: 2.35 2.28 -2.19
H: 1.91 -0.65 -2.27
H: 1.96 -0.08 -0.64
H: -0.58 0.68 -3.52
H: -1.81 -1.37 -1.67
H: -2.31 -0.07 -0.63
H: -1.04 -2.36 0.18
H: 0.30 -1.26 0.26
H: -1.02 0.20 1.78
H: -2.36 -0.97 1.68
H: 1.27 4.12 -0.93
H: 0.70 4.12 -2.56
H: -0.04 5.22 -1.41
H: -2.20 2.42 0.80
H: -1.37 3.91 1.03
H: -0.48 2.39 1.29
Br: -4.82 -3.20 0.86
C: -4.33 -5.06 0.54
C: -2.89 -5.32 0.90
Br: -1.68 -4.61 -0.45
H: -4.55 -5.27 -0.50
H: -4.99 -5.64 1.18
H: -2.69 -6.39 0.93
H: -2.60 -4.87 1.84

Entry 2:
A 7-piece molecular cluster, C12H26Cl12O6 overall at a distorted geometry. Source: the Open Molecules 2025 dataset; level of theory: the ωB97M-V functional and the def2-TZVPD basis.

Computed properties:
Energy relative to the best compared isomer or geometry (same formula, charge and spin): 75.0 kcal per mole
Electronic energy: -6446.391157 Ha
SMILES string: ClC(Cl)(Cl)Cl.ClC(Cl)(Cl)Cl.ClCCCl.ClCCCl.OCCO.OCCO.OCCO
HOMO-LUMO gap: 9.5 eV
Total charge: 0

Positions of all 56 atoms, in Å:
Cl: -0.48 3.85 -3.21
C: -2.10 3.60 -3.91
Cl: -2.05 2.05 -4.74
Cl: -3.35 3.79 -2.63
Cl: -2.25 4.80 -5.22
Cl: 0.81 5.92 0.15
C: -0.82 6.55 0.33
Cl: -2.09 5.20 0.18
Cl: -0.96 7.23 1.90
Cl: -1.18 7.88 -0.89
Cl: 0.75 -6.19 -1.40
C: 0.81 -4.42 -1.10
C: 1.03 -3.66 -2.43
Cl: 0.17 -4.42 -3.82
H: 1.67 -4.43 -0.43
H: -0.04 -4.21 -0.46
H: 2.11 -3.77 -2.57
H: 0.85 -2.58 -2.46
Cl: 0.86 1.41 5.72
C: 0.65 0.12 4.57
C: 1.31 -1.30 4.88
Cl: 0.70 -1.75 6.49
H: 0.88 0.48 3.57
H: -0.41 -0.14 4.56
H: 2.39 -1.31 5.03
H: 1.07 -1.99 4.08
O: 2.50 1.83 -3.05
C: 1.92 0.90 -3.92
C: 2.28 -0.56 -4.16
O: 2.69 -1.01 -2.88
H: 2.87 1.30 -2.34
H: 0.87 0.71 -3.68
H: 1.79 1.43 -4.86
H: 3.22 -0.71 -4.70
H: 1.49 -1.11 -4.67
H: 3.56 -0.59 -2.78
O: -0.05 0.19 1.45
C: 0.46 0.29 0.22
C: 0.14 1.68 -0.41
O: -1.25 1.93 -0.67
H: -0.84 0.73 1.40
H: 1.53 0.17 0.40
H: 0.12 -0.52 -0.42
H: 0.74 1.96 -1.27
H: 0.29 2.53 0.27
H: -1.30 2.78 -1.11
O: -2.17 -2.02 4.56
C: -3.08 -2.35 3.58
C: -2.32 -2.72 2.23
O: -1.35 -3.70 2.57
H: -1.53 -2.72 4.75
H: -3.72 -3.17 3.89
H: -3.72 -1.55 3.23
H: -1.96 -1.79 1.79
H: -3.05 -3.29 1.67
H: -0.47 -3.35 2.74

Entry 3:
C12H26Cl21Hg2O2 as an isolated structure at a distorted geometry. Source: the Open Molecules 2025 dataset; level of theory: the ωB97M-V functional and the def2-TZVPD basis.

Computed properties:
Energy relative to the best compared isomer or geometry (same formula, charge and spin): 0.0 kcal per mole
Electronic energy: -10593.762078 Ha
HOMO-LUMO gap: 4.6 eV
Total charge: +1

Positions of all 63 atoms, in Å:
Hg: -1.92 -1.85 -0.10
Hg: -1.53 2.07 0.22
C: -4.47 0.41 -0.02
O: -3.10 0.19 -0.07
H: -4.73 1.12 0.77
H: -4.85 0.78 -0.97
H: -5.02 -0.50 0.19
C: -3.15 5.12 0.50
O: -2.14 4.21 0.79
H: -3.09 5.93 1.23
H: -3.11 5.55 -0.50
H: -4.10 4.60 0.53
Cl: 0.11 -0.06 0.32
C: -2.89 -1.30 -4.27
Cl: -3.60 0.28 -3.98
Cl: -2.03 -1.86 -2.82
H: -3.64 -2.07 -4.42
H: -2.13 -1.16 -5.03
C: 2.44 -0.05 -2.26
Cl: 1.28 1.01 -3.12
Cl: 3.96 -0.14 -3.20
H: 2.70 0.32 -1.27
H: 2.03 -1.06 -2.21
C: -2.38 3.36 -3.78
Cl: -1.79 2.55 -2.38
Cl: -2.11 5.15 -3.60
H: -1.90 3.07 -4.72
H: -3.45 3.22 -3.87
C: 1.13 1.53 4.93
Cl: 0.71 -0.18 4.70
Cl: 1.22 2.49 3.38
H: 0.32 1.99 5.51
H: 2.07 1.58 5.47
C: 0.74 -4.21 -2.99
Cl: 1.69 -3.07 -3.95
Cl: 0.23 -3.48 -1.47
H: -0.19 -4.50 -3.49
H: 1.35 -5.10 -2.83
C: 3.53 -0.60 2.15
Cl: 3.97 -0.85 3.87
Cl: 5.10 -0.26 1.29
H: 3.15 -1.49 1.65
H: 2.86 0.25 2.06
C: -2.77 0.14 3.86
Cl: -2.39 1.59 3.01
Cl: -2.39 -1.34 2.95
H: -2.12 0.15 4.74
H: -3.83 0.22 4.10
C: 1.10 -3.99 3.34
Cl: 2.58 -4.80 2.72
Cl: 0.05 -3.43 2.00
H: 0.58 -4.66 4.02
H: 1.34 -3.10 3.92
C: 2.78 3.88 -0.79
Cl: 3.63 3.29 0.63
Cl: 1.04 3.68 -0.65
H: 2.96 4.95 -0.90
H: 3.20 3.34 -1.64
C: 4.35 -4.62 -0.73
Cl: 3.88 -2.91 -0.88
Cl: 2.95 -5.65 -0.61
H: 4.94 -5.00 -1.56
H: 4.87 -4.73 0.22

Entry 4:
C12H26ClN2O14V as an isolated structure at a distorted geometry. Source: the Open Molecules 2025 dataset; level of theory: the ωB97M-V functional and the def2-TZVPD basis.

Computed properties:
Energy relative to the best compared isomer or geometry (same formula, charge and spin): 0.0 kcal per mole
Electronic energy: -3039.322351 Ha
2S+1: 2
HOMO-LUMO gap (alpha / beta): 3.1 / 3.2 eV
Total charge: -3

Positions of all 56 atoms, in Å:
O: 19.54 -10.87 -0.21
V: 20.72 -11.32 0.75
C: 22.29 -13.49 -0.13
O: 22.25 -14.66 0.42
O: 21.11 -13.10 -0.51
O: 22.72 -12.60 0.70
C: 19.87 -13.20 2.79
O: 19.30 -12.88 1.66
O: 20.21 -14.44 2.90
O: 20.92 -12.43 2.85
Cl: 16.52 -10.37 -2.55
O: 15.93 -11.00 -3.72
O: 16.08 -8.99 -2.49
O: 16.08 -11.11 -1.40
O: 17.96 -10.42 -2.67
C: 21.19 -16.26 -2.38
O: 20.18 -15.52 -1.79
C: 19.47 -14.76 -2.74
C: 18.39 -13.93 -2.01
N: 18.00 -14.64 -0.78
C: 16.87 -14.05 -0.08
C: 16.52 -14.80 1.19
O: 17.64 -15.40 1.77
C: 17.41 -16.00 2.99
H: 21.88 -15.59 -2.90
H: 20.79 -17.11 -2.96
H: 21.80 -16.71 -1.60
H: 19.01 -15.29 -3.59
H: 20.17 -14.00 -3.11
H: 17.52 -13.82 -2.69
H: 18.69 -12.89 -1.89
H: 17.65 -15.50 -1.19
H: 16.03 -13.95 -0.78
H: 17.11 -13.02 0.21
H: 15.83 -15.64 0.95
H: 15.96 -14.28 1.98
H: 18.37 -16.41 3.33
H: 16.68 -16.83 3.00
H: 17.12 -15.27 3.76
C: 22.07 -7.62 2.80
C: 21.48 -8.46 1.65
C: 22.65 -9.10 0.89
O: 22.14 -9.94 -0.13
C: 23.01 -10.07 -1.22
N: 20.61 -9.50 2.26
H: 22.78 -6.87 2.43
H: 22.73 -8.22 3.44
H: 21.25 -7.15 3.33
H: 20.97 -7.88 0.88
H: 23.32 -9.68 1.54
H: 23.30 -8.31 0.48
H: 22.64 -10.85 -1.88
H: 24.04 -10.31 -0.93
H: 23.08 -9.13 -1.78
H: 19.67 -9.12 2.28
H: 20.78 -9.48 3.26

Entry 5:
C12H26FeN6O6 as an isolated structure at a distorted geometry. Source: the Open Molecules 2025 dataset; level of theory: the ωB97M-V functional and the def2-TZVPD basis.

Computed properties:
Electronic energy: -2516.017410 Ha
2S+1: 6
HOMO-LUMO gap (alpha / beta): 5.3 / 5.9 eV
Total charge: +1

Positions of all 51 atoms, in Å:
O: 0.99 2.29 -2.74
H: 1.50 2.91 -3.29
Fe: -0.17 0.31 -0.74
N: 1.38 -0.62 -0.11
N: 0.31 -0.50 -2.34
N: -0.56 1.18 0.87
N: -1.48 1.49 -1.34
O: 1.86 -0.59 1.11
O: -0.03 0.84 2.10
O: -1.94 1.56 -2.62
O: -0.32 -0.33 -3.47
C: 1.37 -1.38 -2.30
C: 1.96 -1.46 -1.02
C: -1.53 2.13 0.87
C: -2.03 2.35 -0.45
C: 3.04 -2.40 -0.61
H: 2.63 -3.31 -0.16
H: 3.71 -1.94 0.13
H: 3.63 -2.70 -1.48
C: 1.79 -2.09 -3.53
H: 2.45 -1.46 -4.14
H: 0.92 -2.36 -4.13
H: 2.35 -3.00 -3.27
C: -2.05 2.77 2.10
C: -3.06 3.34 -0.83
H: -1.44 2.49 2.97
H: -3.09 2.47 2.28
H: -2.05 3.86 1.99
H: -3.07 3.49 -1.92
H: -2.87 4.31 -0.34
H: -4.06 3.01 -0.52
H: 0.79 0.26 1.81
H: -1.35 0.86 -3.10
C: 1.60 2.28 -1.41
H: 2.36 1.50 -1.35
H: 0.82 2.18 -0.63
H: 2.09 3.25 -1.23
O: 4.13 1.51 1.51
H: 3.79 2.27 2.03
H: 3.41 0.85 1.57
C: -0.62 -2.65 3.40
N: -1.55 -2.73 2.26
C: -2.74 -3.56 2.37
C: -1.35 -2.02 1.20
N: -1.24 -1.39 0.21
H: -0.96 -3.38 4.14
H: -0.63 -1.64 3.85
H: 0.40 -2.89 3.08
H: -3.65 -2.95 2.37
H: -2.79 -4.27 1.53
H: -2.67 -4.11 3.31

Entry 6:
C12H26MgN6O6 as an isolated structure at a distorted geometry. Source: the Open Molecules 2025 dataset; level of theory: the ωB97M-V functional and the def2-TZVPD basis.

Computed properties:
Energy relative to the best compared isomer or geometry (same formula, charge and spin): 166.2 kcal per mole
Electronic energy: -1452.452806 Ha
HOMO-LUMO gap (alpha / beta): 5.7 / 4.1 eV
Total charge: 0

Positions of all 51 atoms, in Å:
O: 1.74 0.57 -4.01
H: 0.85 0.99 -4.03
Mg: -0.57 0.04 -1.84
N: -0.01 2.22 -0.41
N: 2.00 0.61 -1.44
N: -1.86 -1.79 -0.09
N: 0.22 -2.02 -1.69
O: -0.70 2.87 0.42
O: -2.73 -1.88 0.98
O: 1.51 -2.33 -2.16
O: 2.94 -0.12 -1.81
C: 2.28 1.92 -1.13
C: 1.29 2.71 -0.52
C: -1.57 -3.02 -0.46
C: -0.44 -3.14 -1.35
C: 1.66 4.08 -0.04
H: 2.48 4.05 0.68
H: 0.79 4.55 0.44
H: 1.97 4.74 -0.88
C: 3.65 2.29 -1.46
H: 3.81 2.23 -2.52
H: 4.35 1.61 -1.00
H: 3.87 3.27 -1.14
C: -2.30 -4.06 0.21
C: -0.03 -4.51 -1.85
H: -3.35 -3.90 0.12
H: -2.08 -4.07 1.26
H: -2.07 -5.01 -0.19
H: 0.73 -4.43 -2.64
H: -0.89 -5.07 -2.26
H: 0.38 -5.11 -1.02
H: -2.93 -0.96 1.24
H: 1.92 -1.44 -2.32
C: -2.60 0.45 -1.52
H: -2.60 1.51 -1.30
H: -3.55 0.03 -1.28
H: -2.13 0.20 -2.42
O: -3.24 4.12 -0.39
H: -3.99 3.70 0.05
H: -2.43 3.63 -0.05
C: -0.60 0.88 4.10
N: 0.34 0.07 3.30
C: 1.34 -0.72 4.03
C: 0.18 -0.07 1.99
N: 0.10 -0.18 0.83
H: -0.13 1.04 5.09
H: -1.56 0.35 4.22
H: -0.77 1.85 3.59
H: 1.06 -1.80 4.03
H: 2.33 -0.61 3.56
H: 1.36 -0.34 5.07

Entry 7:
C12H26MoNO5P2S as an isolated structure at a distorted geometry. Source: the Open Molecules 2025 dataset; level of theory: the ωB97M-V functional and the def2-TZVPD basis.

Computed properties:
Energy relative to the best compared isomer or geometry (same formula, charge and spin): 0.7 kcal per mole
Electronic energy: -2051.726319 Ha
2S+1: 3
HOMO-LUMO gap (alpha / beta): 5.2 / 6.0 eV
Total charge: +3

Positions of all 48 atoms, in Å:
Mo: -0.54 -0.40 0.78
P: 1.36 -1.75 0.62
C: 1.77 -1.75 -1.15
C: 0.70 -1.23 -2.06
N: -0.19 -0.45 -1.48
C: -0.99 0.31 -2.25
C: -0.99 0.19 -3.65
C: -0.08 -0.68 -4.24
C: 0.81 -1.36 -3.44
C: -1.83 1.36 -1.54
P: -0.92 2.02 -0.06
H: 1.57 -2.03 -3.82
H: -1.63 0.86 -4.17
H: -0.09 -0.81 -5.33
H: -2.01 2.23 -2.20
H: -2.78 0.94 -1.15
H: 2.57 -1.02 -1.18
H: 2.26 -2.66 -1.52
H: 2.99 0.89 -0.75
O: 3.38 0.54 -1.51
H: 4.24 0.21 -1.21
H: 0.54 1.28 0.30
O: 1.96 1.37 0.53
H: 2.44 2.09 0.97
C: -0.01 3.51 -0.65
H: -0.60 4.05 -1.41
H: 0.19 4.17 0.22
H: 0.95 3.14 -1.07
C: -2.16 2.60 1.13
H: -1.64 2.86 2.06
H: -2.69 3.47 0.72
H: -2.87 1.79 1.35
C: 0.76 -3.42 0.90
H: 1.56 -4.15 0.74
H: 0.42 -3.39 1.95
H: -0.10 -3.61 0.24
C: 2.85 -1.54 1.60
H: 2.51 -1.71 2.63
H: 3.63 -2.27 1.32
H: 3.21 -0.51 1.50
C: -3.05 0.00 3.76
S: -2.14 -1.29 2.86
O: -0.70 -0.81 2.98
O: -2.43 -2.58 3.46
O: -2.54 -1.13 1.40
H: -3.16 -0.39 4.78
H: -4.04 0.11 3.30
H: -2.48 0.94 3.77

Entry 8:
C12H26N2O5PRuS2 as an isolated structure. Source: the Open Molecules 2025 dataset; level of theory: the ωB97M-V functional and the def2-TZVPD basis.

Computed properties:
Energy relative to the best compared isomer or geometry (same formula, charge and spin): 0.0 kcal per mole
Electronic energy: -2190.737893 Ha
2S+1: 2
HOMO-LUMO gap (alpha / beta): 7.6 / 7.5 eV
Total charge: +2

Positions of all 49 atoms, in Å:
Ru: 0.23 0.08 -0.53
C: 4.69 0.61 -2.20
N: 3.77 1.73 -1.95
C: 4.26 3.04 -2.41
C: 2.57 1.51 -1.49
O: 2.17 0.34 -1.23
C: 1.62 2.69 -1.28
O: 0.42 2.23 -0.63
C: 0.06 2.85 0.61
C: 0.15 1.79 1.70
O: 0.52 0.61 1.37
N: -0.12 2.08 2.94
C: -0.54 3.41 3.39
C: -0.07 1.05 3.99
H: 5.68 0.90 -1.84
H: 4.73 0.40 -3.26
H: 4.35 -0.27 -1.66
H: 5.23 3.22 -1.96
H: 3.59 3.84 -2.12
H: 4.36 3.03 -3.49
H: 1.33 3.12 -2.24
H: 2.09 3.46 -0.68
H: -0.96 3.23 0.51
H: 0.73 3.68 0.83
H: -0.37 4.16 2.62
H: 0.04 3.68 4.27
H: -1.60 3.39 3.65
H: 0.23 0.10 3.57
H: -1.06 0.96 4.44
H: 0.65 1.36 4.75
C: -2.24 -4.48 -2.93
C: -2.74 -3.09 -2.66
O: -2.83 -2.89 -1.19
P: -1.91 -1.90 -0.43
S: -2.03 0.10 -0.88
S: 0.09 -2.18 -0.76
O: -2.30 -2.05 1.06
C: -2.40 -3.38 1.70
C: -3.84 -3.74 1.91
H: -2.19 -4.64 -4.01
H: -2.92 -5.23 -2.51
H: -1.25 -4.64 -2.52
H: -3.76 -2.93 -3.01
H: -2.09 -2.33 -3.08
H: -1.85 -3.28 2.63
H: -1.88 -4.11 1.07
H: -4.35 -2.97 2.50
H: -3.90 -4.68 2.46
H: -4.36 -3.86 0.96

Entry 9:
A 4-piece molecular cluster, C12H26N3O21S6 overall at a distorted geometry. Source: the Open Molecules 2025 dataset; level of theory: the ωB97M-V functional and the def2-TZVPD basis.

Computed properties:
Energy relative to the best compared isomer or geometry (same formula, charge and spin): 243.1 kcal per mole
Electronic energy: -4605.808614 Ha
HOMO-LUMO gap: 4.6 eV
Total charge: -1

Positions of all 68 atoms, in Å:
C: -0.99 -1.25 3.64
N: -1.04 -0.24 2.51
C: 0.08 -0.62 1.57
C: -2.38 -0.22 1.81
O: -2.79 -1.40 1.26
C: -3.27 1.15 1.69
S: -4.40 1.49 3.15
O: -3.64 1.22 4.48
O: -4.66 3.05 3.13
N: -5.97 0.74 3.05
S: -5.88 -1.01 3.11
N: -6.28 -1.65 1.52
O: -4.59 -1.58 3.73
O: -7.06 -1.48 4.05
H: -0.14 -0.99 4.44
H: -0.85 -2.37 3.24
H: -2.01 -1.22 4.25
H: 1.04 -0.93 2.20
H: 0.38 0.26 0.85
H: -0.19 -1.57 0.90
H: -3.87 1.18 0.69
H: -2.50 2.05 1.66
H: -7.01 -1.03 1.05
H: -5.39 -1.59 0.95
C: 2.51 1.99 -2.88
C: 0.99 1.82 -2.86
O: 0.67 1.56 -1.49
S: 1.73 2.36 -0.54
O: 1.12 3.60 -0.12
O: 2.31 1.42 0.39
O: 2.84 2.70 -1.69
H: 3.02 1.02 -2.86
H: 2.85 2.55 -3.76
H: 0.66 1.00 -3.49
H: 0.49 2.74 -3.16
C: -5.56 -4.10 7.88
C: -4.05 -3.87 7.83
O: -3.70 -3.97 6.45
S: -4.95 -3.43 5.55
O: -4.69 -2.05 5.20
O: -5.28 -4.45 4.58
O: -6.08 -3.45 6.72
H: -5.80 -5.17 7.80
H: -6.01 -3.70 8.79
H: -3.50 -4.60 8.42
H: -3.80 -2.86 8.17
C: 5.24 4.41 -7.46
C: 3.96 5.21 -7.27
O: 3.17 4.44 -6.37
S: 4.15 3.64 -5.34
O: 4.24 4.41 -4.12
O: 3.81 2.24 -5.37
O: 5.54 3.86 -6.17
H: 5.09 3.58 -8.16
H: 6.07 5.03 -7.80
H: 3.43 5.37 -8.21
H: 4.16 6.18 -6.79
C: 6.26 -1.68 -3.09
C: 5.95 -2.86 -4.01
O: 4.53 -2.89 -4.10
S: 3.96 -1.36 -4.00
O: 3.73 -0.87 -5.34
O: 2.96 -1.32 -2.96
O: 5.32 -0.67 -3.43
H: 6.11 -1.95 -2.04
H: 7.29 -1.32 -3.22
H: 6.33 -3.81 -3.61
H: 6.35 -2.70 -5.01